(1)
The following is a quantum chemistry calculation of the molecule C3H7N3S at a distorted geometry, from the OMol25 dataset.

Computed properties:
ΔE to the lowest compared entry with this formula, charge and spin: 416.7 kJ/mol
HOMO (spin up / spin down): -7.688 / -7.823 eV
electronic energy: -18526.1515 eV
frontier orbital gap (spin up / spin down): 0.27028 / 0.28563 hartree

Atoms and positions in Å:
C -1.2157 -0.3766 0.2079
C -1.8446 0.2368 -1.0775
C 1.9960 0.2083 -0.9965
N -0.6143 -1.6454 0.0168
N 0.4818 -2.0557 0.0602
N 1.5480 0.0166 0.3994
S 0.2767 0.6691 1.0000
H -1.9492 -0.4807 0.9964
H -2.6628 -0.3557 -1.4731
H -1.0427 0.2773 -1.8281
H -2.1257 1.1736 -0.8079
H 2.6665 1.1190 -1.0737
H 2.6183 -0.6431 -1.2820
H 1.3023 0.3291 -1.8728

Atomic partial charges in e from the Löwdin method, atoms 1 to 5:
1 C -0.519
2 C -0.075
3 C -0.247
4 N -0.069
5 N 0.206


(2)
The following is a quantum chemistry calculation of the molecule C3H7N3S2 at a distorted geometry, from the OMol25 dataset.

Computed properties:
ΔE to the lowest compared entry with this formula, charge and spin: 430.7 kJ/mol
HOMO: -8.011 eV
electronic energy: -29361.1629 eV
SMILES: CN(/C=N\S)/C=N\S
frontier orbital gap: 0.30426 hartree

Atoms and positions in Å:
C -2.2838 -1.5324 -0.0981
N -0.9953 -0.8681 -0.0089
C -1.0725 0.0604 1.0045
N -0.6453 1.2939 0.9376
S -0.0961 2.2402 -0.3911
C -0.0664 -1.1287 -0.9143
N 1.1879 -0.7119 -1.0050
S 2.1522 -0.7053 0.4239
H -2.7257 -1.8707 -1.1395
H -2.2858 -2.4210 0.5105
H -3.0663 -1.0404 0.4907
H -1.3757 -0.2835 1.9304
H -0.5003 1.4111 -1.5499
H -0.6622 -1.3404 -1.8191
H 1.4248 -1.4063 1.6349

Atomic partial charges in e from the Löwdin method, atoms 1 to 5:
1 C -0.064
2 N -0.174
3 C -0.310
4 N -0.354
5 S 0.673


(3)
The following is a quantum chemistry calculation of a structure of composition C3H7N3S2 at a distorted geometry, from the OMol25 dataset.

Computed properties:
ΔE to the lowest compared entry with this formula, charge and spin: 350.4 kJ/mol
HOMO: -8.397 eV
electronic energy: -29361.9951 eV
frontier orbital gap: 0.30807 hartree

Atoms and positions in Å:
C -0.6041 1.0404 0.4761
C -0.7465 0.6016 -1.0180
C 0.7569 -0.8434 0.2304
H 0.2520 -0.9620 2.7646
H 1.5502 -0.0328 2.1251
H -1.6624 1.2160 0.8864
H 0.0148 1.9475 0.5555
H -0.5188 1.4941 -1.6013
H -1.7209 0.1629 -1.1446
H -0.8127 -1.0924 -3.1909
N 0.5694 -0.0941 2.3316
N 0.0762 -0.1016 1.0620
N 0.1962 -0.4866 -1.0992
S 0.8160 -0.7444 -2.6384
S 1.8336 -2.1052 0.2607

Atomic partial charges in e from the Löwdin method, atoms 1 to 5:
1 C -0.097
2 C -0.259
3 C -0.852
4 H 0.103
5 H 0.068


(4)
The following is a quantum chemistry calculation of a cluster of 2 separate species, C3H7N3S2 in total at a distorted geometry, from the OMol25 dataset.

Computed properties:
ΔE to the lowest compared entry with this formula, charge and spin: 942.9 kJ/mol
HOMO: -8.020 eV
electronic energy: -29355.8549 eV
frontier orbital gap: 0.27383 hartree

Atoms and positions in Å:
C 1.5975 1.9031 0.7004
C 0.4856 -0.3954 -0.3251
C -3.1647 -0.6094 -0.4092
H 1.8307 0.7464 1.2663
H 2.6062 2.4120 0.3037
H 0.8522 2.2611 1.4174
H -1.3661 0.5281 -1.4775
H -4.1210 -1.2951 0.0656
H -3.4002 0.4524 -1.0127
H 2.7152 -2.7644 0.6373
N -0.8711 -0.1759 -0.1920
N -1.9101 -1.1036 0.3131
N 1.0258 -1.5242 -0.0616
S 1.0709 1.1840 -0.8448
S 2.6491 -1.6189 -0.3808

Atomic partial charges in e from the Löwdin method, atoms 1 to 5:
1 C -0.425
2 C -0.911
3 C -0.072
4 H 0.103
5 H 0.075


(5)
The following is a quantum chemistry calculation of a cluster of 2 separate species, C3H7N3Si in total at a distorted geometry, from the OMol25 dataset.

Computed properties:
ΔE to the lowest compared entry with this formula, charge and spin: 406.1 kJ/mol
HOMO: -9.339 eV
electronic energy: -15568.2853 eV
SMILES: c1c[nH]nn1.C=[SiH2]
frontier orbital gap: 0.34435 hartree

Atoms and positions in Å:
C -0.8991 0.5962 -2.6991
C -1.0787 -0.3560 -1.6617
N -0.5552 0.2031 -0.5415
N -0.1917 1.4583 -0.8469
N -0.3791 1.6469 -2.0753
H -1.0622 0.7656 -3.7391
H -1.4600 -1.3674 -1.8286
H -0.2157 -0.2037 0.3045
C 0.3193 -0.9715 2.6462
Si 1.4622 -0.0165 1.8360
H -0.2558 -0.8637 3.5014
H 0.3706 -2.0538 2.4713
H 1.5298 1.5428 1.8986
H 2.4156 -0.3803 0.7340

Atomic partial charges in e from the Löwdin method, atoms 1 to 5:
1 C -0.135
2 C -0.087
3 N -0.014
4 N -0.040
5 N -0.052


(6)
The following is a quantum chemistry calculation of the ion C3H7N4 with charge +1 at a distorted geometry, from the OMol25 dataset.

Computed properties:
ΔE to the lowest compared entry with this formula, charge and spin: 239.3 kJ/mol
charge: +1
HOMO: -13.978 eV
electronic energy: -9176.0366 eV
SMILES: C/N=C/NN=C=[NH2+]
frontier orbital gap: 0.38724 hartree

Atoms and positions in Å:
C 0.5691 1.4528 -1.5281
N 0.4250 0.5450 -0.4350
C 1.2747 0.4009 0.4769
N 0.9910 -0.5181 1.4842
N -0.1375 -1.1683 1.4671
C -1.1083 -1.2183 0.7788
N -2.2427 -1.4920 0.2821
H -0.4313 1.7034 -1.8794
H 1.1047 2.3633 -1.2602
H 1.1043 0.9548 -2.3386
H 2.2274 0.9100 0.6170
H 1.6388 -0.7510 2.2279
H -3.0775 -0.9722 0.5378
H -2.3378 -2.2104 -0.4306

Atomic partial charges in e from the Löwdin method, atoms 1 to 5:
1 C -0.098
2 N -0.005
3 C -0.157
4 N 0.038
5 N 0.147